The following is a DFT calculation (wB97M-V/def2-TZVPD) of a gas-phase ion, C8H16N6 (charge +2).

Positions of all 30 atoms, in Å:
C1 -1.94 2.34 -0.30
C2 -1.64 2.11 1.08
C3 -1.28 1.82 -1.31
C4 -1.00 1.11 1.60
C5 2.70 -0.11 0.35
C6 -1.47 -1.63 0.01
C7 -0.08 0.92 -1.23
C8 0.20 0.20 0.13
N1 3.91 0.29 0.71
N2 2.60 -0.98 -0.62
N3 -1.72 -2.94 0.13
N4 -0.20 -1.22 -0.03
N5 -2.44 -0.77 0.15
N6 1.51 0.35 0.82
H1 -2.70 3.10 -0.48
H2 -2.20 2.81 1.64
H3 -1.65 2.05 -2.29
H4 -0.91 0.57 2.46
H5 -0.09 0.09 -2.01
H6 0.79 1.62 -1.42
H7 4.67 -0.26 0.46
H8 4.08 0.66 1.57
H9 3.44 -1.11 -1.12
H10 1.81 -1.43 -1.04
H11 -0.97 -3.54 0.12
H12 -2.72 -3.30 0.00
H13 0.37 -2.02 0.29
H14 -3.35 -1.26 0.03
H15 -2.48 0.16 -0.06
H16 1.65 1.10 1.48

Its net charge is +2. Its spin multiplicity is 1. For the LUMO energy, the calculation gives -6.130 eV. The gap between HOMO and LUMO is 9.6 eV.

Results of the Löwdin charge analysis, in e, for atoms 1 through 8: -0.11, -0.13, -0.08, 0.15, -0.40, -0.42, -0.10, -0.22



The following is a DFT calculation (wB97M-V/def2-TZVPD) of 16 unconnected molecules or ions with the total composition H33O16.

Positions of all 49 atoms, in Å:
O1 -5.21 -1.78 1.70
H1 -4.95 -1.99 2.59
H2 -5.09 -2.50 1.08
O2 1.77 3.73 -1.72
H3 2.06 4.61 -2.00
H4 2.43 3.43 -1.09
O3 -1.24 -1.51 2.47
H5 -1.97 -1.94 2.90
H6 -1.16 -0.72 3.02
O4 -1.96 1.70 -2.54
H7 -1.81 1.48 -3.47
H8 -0.44 -2.81 1.21
O5 2.03 1.58 -3.79
H9 1.14 1.32 -3.56
H10 2.07 2.49 -3.54
O6 -1.80 -3.07 -1.39
H11 -1.83 -2.26 -0.83
H12 1.05 -3.77 -0.80
O7 3.04 -3.39 0.83
H13 3.01 -2.53 1.29
H14 3.99 -3.54 0.86
O8 2.05 0.57 0.73
H15 -1.81 0.84 -2.14
H16 2.38 1.41 0.38
O9 2.43 2.26 3.67
H17 2.83 -0.82 -2.32
O10 1.89 -3.60 -1.30
H18 1.78 -2.61 -1.50
H19 2.49 -3.33 -0.39
O11 -0.55 2.50 0.05
H20 -1.05 2.28 -0.76
H21 0.21 2.98 -0.29
O12 -0.70 -0.75 -0.40
H22 -2.50 -2.84 -2.02
H23 -1.19 0.06 -0.55
O13 -0.08 -3.47 0.63
H24 -0.51 -4.31 0.80
H25 -0.78 -0.92 0.51
O14 2.61 -1.12 -1.42
H26 2.20 -0.34 -1.07
H27 2.97 3.06 3.79
O15 -3.35 1.47 -0.44
H28 -3.07 2.21 0.13
H29 -4.30 1.62 -0.44
O16 -1.00 4.68 2.68
H30 -1.40 5.12 1.92
H31 -1.24 3.76 2.70
H32 1.31 0.91 1.25
H33 2.80 1.91 4.48

Its net charge is +1. Its spin multiplicity is 1. For the LUMO energy, the calculation gives -2.694 eV. The gap between HOMO and LUMO is 10.6 eV.

Results of the Löwdin charge analysis, in e, for atoms 1 through 8: -0.05, 0.02, 0.03, -0.03, 0.07, 0.04, -0.02, 0.05



The following is a DFT calculation (wB97M-V/def2-TZVPD) of C3H3N5S in the gas phase.

Positions of all 12 atoms, in Å:
C1 0.75 -0.82 0.69
C2 0.37 1.03 -0.65
C3 -2.17 0.26 -0.26
N1 -0.53 -0.41 0.91
N2 -1.49 -1.00 1.54
N3 1.24 0.31 0.13
N4 -2.48 -0.75 0.66
N5 -0.83 0.50 -0.10
S1 -3.41 1.18 -0.89
H1 1.14 -1.54 1.38
H2 2.21 0.46 0.21
H3 -3.30 -1.32 0.51

Its spin multiplicity is 1. For the LUMO energy (spin up / spin down), the calculation gives 0.007 / 0.010 eV. The gap between HOMO and LUMO (spin up / spin down) is 7.7 / 7.7 eV.

Results of the Löwdin charge analysis, in e, for atoms 1 through 8: -0.06, 0.04, -0.83, -0.15, 0.07, -0.01, -0.01, -0.02



The following is a DFT calculation (wB97M-V/def2-TZVPD) of a molecular structure, C21H45F9O30P3S3Zn.

Positions of all 112 atoms, in Å:
Zn1 -0.02 0.47 -1.69
C1 -2.26 2.38 1.87
F1 -3.17 2.48 0.84
F2 -2.21 3.55 2.48
F3 -2.71 1.40 2.69
S1 -0.48 2.06 1.24
O1 -0.55 1.22 -0.03
O2 0.04 3.40 0.86
O3 0.17 1.38 2.35
C2 -3.64 -1.61 -0.98
F4 -2.84 -1.34 0.07
F5 -3.28 -2.83 -1.49
F6 -4.86 -1.66 -0.56
S2 -3.29 -0.20 -2.25
O4 -4.11 0.98 -1.90
O5 -1.94 0.15 -1.91
O6 -3.44 -0.74 -3.59
C3 0.03 -3.70 0.12
F7 -0.68 -3.10 1.09
F8 0.71 -4.76 0.64
F9 -0.74 -3.96 -0.99
S3 1.34 -2.46 -0.40
O7 2.14 -2.04 0.73
O8 2.16 -3.10 -1.42
O9 0.54 -1.33 -1.00
C4 3.50 0.24 2.78
O10 4.05 1.05 3.81
P1 3.05 2.08 4.64
O11 3.77 2.84 5.67
O12 2.50 2.99 3.48
C5 2.11 4.33 3.78
O13 1.81 1.16 5.11
C6 0.57 1.70 5.56
H1 3.74 -0.79 3.05
H2 4.20 0.39 1.95
H3 2.49 0.48 2.47
H4 1.16 4.49 3.26
H5 2.76 5.03 3.27
H6 2.04 4.60 4.83
H7 0.51 1.36 6.60
H8 -0.27 1.41 4.94
H9 0.56 2.79 5.64
C7 4.51 0.29 -2.79
O14 4.34 1.35 -1.87
P2 2.89 2.04 -1.79
O15 1.77 1.20 -1.21
O16 2.56 2.44 -3.39
C8 3.49 3.12 -4.13
O17 3.15 3.50 -1.03
C9 2.94 3.64 0.41
H10 3.98 -0.60 -2.45
H11 5.60 0.20 -2.73
H12 4.22 0.51 -3.82
H13 3.60 2.56 -5.06
H14 4.45 3.17 -3.62
H15 3.24 4.15 -4.38
H16 2.71 2.77 1.03
H17 2.25 4.46 0.61
H18 3.81 4.07 0.90
C10 0.35 -1.20 3.92
O18 0.28 -2.66 4.10
P3 -0.55 -3.32 5.32
O19 -0.03 -4.65 5.83
O20 -0.60 -2.12 6.48
C11 -1.11 -2.44 7.74
O21 -2.10 -3.39 4.78
C12 -2.82 -2.19 4.36
H19 -0.04 -0.99 2.93
H20 1.38 -0.84 3.95
H21 -0.20 -0.63 4.67
H22 -2.12 -2.06 7.85
H23 -0.54 -1.82 8.44
H24 -1.05 -3.49 8.00
H25 -3.83 -2.49 4.06
H26 -2.45 -1.74 3.44
H27 -2.96 -1.48 5.17
C13 -2.21 -4.25 -3.89
O22 -3.07 -5.02 -3.06
C14 -2.74 -6.26 -2.59
O23 -1.66 -6.80 -2.87
O24 -3.62 -6.71 -1.65
C15 -4.98 -6.38 -1.75
H28 -1.29 -3.92 -3.40
H29 -2.61 -3.31 -4.27
H30 -1.87 -4.80 -4.77
H31 -5.04 -5.30 -1.60
H32 -5.44 -6.63 -0.79
H33 -5.59 -6.74 -2.57
C16 0.18 4.49 -4.08
O25 -0.89 4.40 -3.12
C17 -0.99 3.22 -2.38
O26 -0.31 2.22 -2.66
O27 -1.99 3.21 -1.56
C18 -2.86 4.31 -1.32
H34 -0.01 5.47 -4.51
H35 0.35 3.69 -4.81
H36 1.11 4.49 -3.50
H37 -2.48 4.79 -0.42
H38 -3.83 3.87 -1.09
H39 -3.13 4.97 -2.15
C19 -1.01 0.93 -5.56
O28 -0.04 0.00 -5.81
C20 0.69 -0.50 -4.74
O29 0.63 -0.23 -3.55
O30 1.51 -1.45 -5.21
C21 2.44 -2.19 -4.44
H40 -1.87 0.72 -6.21
H41 -0.67 1.97 -5.56
H42 -1.51 0.78 -4.60
H43 1.99 -2.62 -3.55
H44 3.35 -1.63 -4.20
H45 2.86 -2.93 -5.12

Its net charge is -1. Its spin multiplicity is 1. For the LUMO energy, the calculation gives 1.640 eV. The gap between HOMO and LUMO is 8.8 eV.

Results of the Löwdin charge analysis, in e, for atoms 1 through 8: 0.51, -0.57, 0.10, 0.13, 0.11, 0.65, -0.35, -0.32



The following is a DFT calculation (wB97M-V/def2-TZVPD) of 2 unconnected molecules or ions with the total composition C2H4N2.

Positions of all 8 atoms, in Å:
C1 1.21 0.22 0.42
C2 0.38 1.03 0.07
N1 -2.59 -0.10 0.14
N2 -1.74 -0.60 -0.51
H1 1.98 -0.30 0.90
H2 -3.60 0.04 -0.31
H3 -0.36 1.58 -0.49
H4 -2.43 0.55 1.00

Its spin multiplicity is 1. For the LUMO energy, the calculation gives 0.812 eV. The gap between HOMO and LUMO is 8.8 eV.

Want to see where the charge sits? The Löwdin charges in e are: -0.01, -0.07, -0.17, -0.02, 0.00, 0.13, 0.02, 0.12



The following is a DFT calculation (wB97M-V/def2-TZVPD) of a molecular structure, C3H2O3Yb.

Positions of all 9 atoms, in Å:
C1 0.89 -0.40 1.13
C2 0.38 -1.12 0.07
O1 -0.87 -1.37 -0.20
O2 2.13 0.17 1.14
H1 0.27 -0.29 2.04
H2 1.15 -1.55 -0.62
Yb1 1.75 1.60 -0.41
C3 -3.21 1.04 -1.52
O3 -2.50 1.92 -1.63

Its spin multiplicity is 3. For the LUMO energy (spin up / spin down), the calculation gives -0.083 / -1.211 eV. The gap between HOMO and LUMO (spin up / spin down) is 5.9 / 7.5 eV.

Results of the Löwdin charge analysis, in e, for atoms 1 through 8: -0.33, -0.37, -0.07, -0.42, 0.12, 0.12, 0.96, 0.00



The records above give, respectively, calculated total energy values of -642.3147 -1223.3640 -787.8692 -7981.5138 -187.9201 -1499.7943 hartree.
The records above give, respectively, energy relative to the best compared isomer or geometry (same formula, charge and spin) values of 22.3 70.1 90.1 72.7 124.4 0.5 kcal/mol.
The records above give, respectively, max |F| values of 0.1076 0.0456 0.0744 0.1124 0.0700 0.0780 Eh/bohr.